50
Properties=species:S:1:pos:R:3:forces:R:3 method="wB97M-V/def2-TZVPD" s_squared=8.83 gap_ev="7.62 / 6.12" total_charge=+2 relative_energy_kj_mol=72.5 spin_multiplicity=6 energy_ev=-81206.784 homo_energy_ev="-13.5 / -14.2"
Co -0.537854 0.110763 -0.166308 2.1952 -0.2946 0.2703
P -0.452342 -1.876234 1.617542 -0.6526 -1.0106 0.0395
P -2.721450 -0.117154 -0.446562 -2.3655 -0.4574 -0.2738
N 1.265283 -0.545395 -0.463219 -0.6129 0.3969 1.1872
N -0.472085 0.225703 -2.064785 -0.2343 -0.3672 -2.0429
H 2.676697 -0.699151 -1.975854 -0.2830 0.4145 -0.0672
H 0.993586 1.248511 -3.192696 -0.0564 -0.5187 0.1169
H 2.431323 0.970101 -1.403610 -0.0487 -0.3978 0.2965
C 1.909570 0.012162 -1.605883 0.4354 0.4715 -0.6133
H 0.959066 -0.552066 -3.412896 -0.3873 0.5720 -0.0175
C 0.852270 0.274275 -2.683380 0.0366 -0.4344 -0.3751
H 3.051605 -0.548582 0.795294 -1.4690 -0.3286 0.0075
H -1.460126 0.122496 -3.933297 -0.0476 -0.0566 0.4162
C 2.176226 -1.193707 0.426216 0.4220 -0.4638 0.2443
C -1.561916 0.096961 -2.837924 -0.0778 0.0236 -0.3283
H 1.385961 -1.043621 2.420765 0.1044 -0.2418 -0.0698
C 1.363334 -1.803965 1.603871 0.7729 1.1042 0.7531
H 1.807855 -2.693482 2.061667 -0.2177 0.0595 -0.1841
H -3.421378 -1.314624 -0.119390 -0.0475 0.4797 -0.0362
H -3.636165 0.899354 -0.033872 0.2108 -0.4738 -0.0740
H -0.808695 -2.069742 2.963232 0.2663 0.0110 -0.1379
H -1.075082 -0.542171 1.405799 0.4344 -0.9410 0.4976
O -1.425378 -3.035987 0.918149 0.4938 2.5994 1.5733
C -0.997360 -3.997385 0.083717 0.9902 -1.3878 -1.1848
C 0.117873 -4.845308 0.543391 0.5569 -0.6480 0.2917
C -1.059043 -3.720864 -1.354869 0.2380 0.2683 -0.7510
H 2.760570 -1.955561 -0.107594 -0.3940 -0.4233 0.0390
H 0.856379 -4.237262 1.115432 -0.2311 -0.5924 -0.4592
H -0.175260 -5.672051 1.195111 -0.1572 0.1358 0.2053
H 0.588367 -5.334547 -0.330016 0.0175 0.4100 0.6264
H -0.727934 -2.673179 -1.509243 -0.0845 -0.1994 -0.1546
H -0.334595 -4.388134 -1.847594 -0.4748 0.3943 -0.0894
H -2.027369 -3.849018 -1.838943 -0.1352 0.0479 0.1086
C -2.799190 -0.082181 -2.237759 0.2905 0.3054 -0.6244
H -3.710658 -0.162088 -2.834189 0.3009 -0.0234 0.2662
N -0.670010 4.161583 -0.414856 0.1382 -0.2614 0.1305
C -0.943422 2.899951 -0.803535 0.8433 0.1935 1.3111
N -0.419544 2.006175 0.064180 -0.2598 1.9582 -0.3969
C 0.226555 2.751556 1.065698 -0.4863 0.2330 -0.5067
C 0.856807 2.343316 2.231878 0.1484 0.2262 0.1745
C 1.307969 3.336227 3.106390 -0.1377 -0.5934 -0.3220
C 1.134102 4.702402 2.826663 -0.1769 0.0329 -0.5803
C 0.509172 5.101826 1.638018 0.2448 0.4868 0.4117
C 0.074835 4.107811 0.777481 -0.4324 -0.1990 -0.2076
H -0.954565 5.009024 -0.899841 0.0737 -0.3447 0.1471
H -1.519753 2.682608 -1.699024 0.2189 -0.0590 0.2770
H 0.967353 1.275235 2.409028 0.1186 0.2346 0.2677
H 1.797261 3.034711 4.026250 -0.0389 0.1039 -0.0847
H 1.505433 5.433693 3.549534 -0.2304 -0.1837 -0.3870
H 0.335722 6.147016 1.371831 0.1879 -0.2612 0.3095

50
Properties=species:S:1:pos:R:3:forces:R:3 method="wB97M-V/def2-TZVPD" gap_ev="5.78 / 5.78" total_charge=+2 relative_energy_kj_mol=0.0 energy_ev=-90606.684 homo_energy_ev="-16.1 / -16.1"
Pt -0.054053 0.139220 -0.055097 0.0995 0.2639 0.3159
C 2.509278 1.061843 2.023885 0.0202 -0.0282 -0.0250
C 3.003486 0.104403 0.959751 -0.0039 0.0442 0.0408
N 1.951498 -0.770344 0.359342 -0.0592 0.1008 -0.0700
C 2.555904 -1.473837 -0.819438 -0.0689 0.0094 -0.0320
C 2.613504 -0.615630 -2.073510 -0.0141 0.0341 0.1508
C 1.447974 -1.723096 1.382643 -0.0683 -0.0618 -0.1216
C 0.264061 -2.516911 0.836784 0.0643 0.0950 -0.0086
N -0.522177 -1.673071 -0.103175 -0.0297 -0.3034 -0.3535
C -1.407502 -2.272978 -0.957178 0.1171 0.1255 0.2583
C -1.809684 -1.611784 -2.155492 0.0409 0.0948 -0.0670
F -1.212230 -0.491719 -2.523235 -0.0530 -0.1049 0.0053
C -2.742727 -2.165205 -3.000865 0.0148 0.0262 -0.0268
F -3.054341 -1.523654 -4.108258 -0.0084 -0.0101 -0.0040
C -3.321621 -3.388472 -2.708127 -0.0457 -0.0050 -0.0608
C -2.948426 -4.065258 -1.556950 -0.0002 -0.0495 0.0298
F -3.501955 -5.221488 -1.259911 0.0061 0.0213 -0.0117
C -2.004531 -3.546445 -0.701225 0.0051 -0.0041 0.0543
F -1.729595 -4.218458 0.399337 0.0580 0.0772 0.0009
H 3.315978 1.745752 2.286327 0.0138 -0.0194 0.0039
H 2.196695 0.567490 2.942930 -0.0071 -0.0061 -0.0117
H 1.683123 1.669615 1.653226 -0.0210 0.0056 -0.0109
H 3.776127 -0.555283 1.365430 0.0360 0.0117 -0.0010
H 3.452532 0.660510 0.138990 -0.0155 0.0098 0.0130
H 1.969356 -2.369905 -1.021494 -0.0097 0.0122 -0.0125
H 3.555300 -1.804909 -0.527761 0.0174 -0.0462 -0.0030
H 1.613555 -0.294438 -2.376857 -0.0013 0.0085 -0.0178
H 3.035829 -1.192997 -2.894392 0.0048 -0.0391 0.0160
H 3.241191 0.266094 -1.949729 -0.0215 -0.0017 0.0085
H 1.133836 -1.135375 2.242244 -0.0043 -0.0397 0.0349
H 2.229305 -2.415495 1.709861 0.0109 -0.0177 -0.0188
H -0.374774 -2.871215 1.644830 -0.0238 0.0282 0.0503
H 0.580452 -3.387406 0.263067 -0.0047 -0.0597 0.0558
H -4.052412 -3.823080 -3.380712 0.0013 0.0063 0.0009
C -0.737224 2.770330 2.821434 -0.0141 0.0357 0.0343
Ge -0.916784 3.116178 0.923321 0.2827 0.0257 0.0675
C 0.621786 3.837453 -0.024923 0.0111 0.0208 -0.0178
C -2.546844 4.081340 0.503957 -0.0899 -0.0398 -0.0809
C -1.569051 1.299931 -0.030229 -0.1997 -0.3295 -0.4261
H -0.855145 3.722554 3.341736 -0.0073 0.0005 0.0041
H 0.226027 2.354373 3.104230 -0.0155 -0.0161 -0.0151
H -1.531898 2.107075 3.163277 0.0058 0.0066 -0.0068
H 0.732458 4.884647 0.262319 -0.0166 0.0028 0.0177
H 0.451547 3.813172 -1.101894 0.0018 -0.0139 0.0156
H 1.561978 3.339067 0.204291 -0.0032 -0.0275 -0.0094
H -2.436328 5.092802 0.899415 0.0366 -0.0049 0.0250
H -3.409523 3.617056 0.979259 0.0086 0.0099 -0.0088
H -2.713383 4.151411 -0.569409 0.0058 -0.0124 0.0036
H -1.795613 1.615053 -1.057300 -0.1108 0.1299 0.1202
H -2.474958 1.111082 0.545276 0.0545 0.0339 0.0942

52
Properties=species:S:1:pos:R:3:forces:R:3 method="wB97M-V/def2-TZVPD" gap_ev=6.37 energy_ev=-39750.490 homo_energy_ev=-6.3
Na 0.352307 0.077217 -0.091400 -0.3637 0.4280 0.1232
C -2.877512 2.560879 0.709151 -0.0438 0.0233 -0.0477
N -2.001656 1.544616 1.260185 0.0412 -0.0891 -0.0186
C -1.534709 1.960228 2.574252 -0.0254 0.0458 0.0507
C -2.723832 0.267240 1.313508 -0.1097 0.1035 -0.0189
C -2.022185 -0.850864 2.070167 -0.0459 0.0635 -0.0569
N -0.672934 -1.007485 1.581146 0.2946 -0.5574 0.2903
C 0.087302 -2.006276 2.055976 -0.0758 0.3959 -0.1859
C 1.460095 -2.067126 1.669257 -0.0886 -0.0763 0.0276
F 1.938383 -1.055708 0.871714 0.2392 -0.1427 0.1536
C 2.339756 -3.052142 2.030424 -0.0103 0.0687 0.0517
F 3.605520 -2.979176 1.565818 0.0039 -0.0296 0.0078
C 1.968022 -4.091313 2.865962 0.0603 0.0000 -0.0577
C 0.655860 -4.052700 3.294102 -0.2442 -0.0287 0.1085
F 0.204378 -5.025037 4.111810 0.0757 -0.0106 -0.0213
C -0.245471 -3.074656 2.925895 0.0272 -0.1037 0.0382
F -1.507893 -3.181819 3.409855 -0.0049 -0.0431 0.0493
H -3.780547 2.708488 1.324620 -0.0078 0.0026 0.0043
H -3.211604 2.280667 -0.293899 0.0255 -0.0253 0.0115
H -2.361436 3.520194 0.643186 0.0439 -0.0148 -0.0096
H -2.361199 2.052890 3.299037 0.0085 -0.0113 -0.0067
H -1.053849 2.936992 2.494128 0.0037 -0.0100 -0.0207
H -0.807648 1.249191 2.961259 -0.0046 -0.0333 -0.0395
H -2.906744 -0.048908 0.278552 0.0545 -0.0073 0.0134
H -3.718667 0.421354 1.770455 0.0258 -0.0183 0.0305
H -2.652144 -1.740116 1.950225 0.0185 -0.0130 -0.0813
H -2.067769 -0.625093 3.145018 0.0998 0.0170 0.0207
H 2.649123 -4.875107 3.157659 -0.0154 0.0187 0.0036
C 2.961680 0.833996 -1.568665 -0.1058 -0.0001 0.1217
C 2.436349 -0.234402 -2.533423 -0.0551 -0.0696 0.0069
N 1.279981 -0.976365 -2.024852 0.0336 0.0525 -0.3237
C 0.158743 -1.094504 -2.957493 -0.0184 0.0216 0.2146
C -0.519149 0.259607 -3.210166 -0.0423 0.0664 0.0656
N -0.764581 1.014343 -1.979404 0.1083 0.0923 -0.2474
C -0.309969 2.404963 -1.986025 -0.0545 -0.1478 0.1242
C 1.213960 2.521180 -2.042444 0.1395 -0.0458 0.0756
N 1.896005 1.694540 -1.036026 0.0189 -0.0137 -0.2455
H 3.736614 1.406434 -2.096214 0.0230 0.0214 -0.0338
H 3.444611 0.349708 -0.717862 -0.0463 -0.0235 -0.0003
H 3.267487 -0.901210 -2.780921 0.0291 -0.0032 0.0305
H 2.155250 0.234564 -3.478904 0.0042 0.0100 0.0144
H 1.544294 -1.881002 -1.661178 0.0530 -0.0164 -0.0700
H -0.562253 -1.780969 -2.507002 -0.0160 0.0322 0.0255
H 0.442256 -1.525978 -3.926886 0.0353 0.0104 -0.0500
H -1.442723 0.090585 -3.771051 -0.0142 -0.0592 -0.0097
H 0.109491 0.864382 -3.867686 0.0043 -0.0116 0.0144
H -1.722745 0.953959 -1.666535 -0.0525 0.0269 -0.1034
H -0.668570 2.856391 -1.059662 0.0041 0.0065 0.0402
H -0.729623 2.988565 -2.817201 -0.0031 0.0193 -0.0424
H 1.485473 3.574804 -1.935369 -0.0533 0.0434 0.0106
H 1.569933 2.233982 -3.034202 -0.0184 -0.0070 0.0095
H 2.264538 2.266000 -0.288892 0.0444 0.0422 -0.0476